[1]
This record from OMol25 describes a cluster of 2 separate species, C4H14N2OS in total at a distorted geometry. The level of theory is ωB97M-V/def2-TZVPD.

Each line ends with the Mulliken charge.
Geometry (Å):
N (2.5765, -0.5433, 1.8862)  -0.60
C (2.0315, -0.9495, 0.5896)  -0.53
N (0.8534, -0.2330, 0.1778)  -0.06
C (-0.1235, -0.6915, -0.7451)  -0.75
C (-1.4683, -1.1118, -0.2371)  -0.52
C (-2.2661, -0.1652, 0.6713)  -0.77
S (-2.1908, 1.5062, -0.1421)  -0.24
H (2.8590, 0.4236, 1.7981)  0.22
H (1.9678, -0.6763, 2.6759)  0.24
H (2.9515, -1.0183, -0.0298)  0.30
H (1.6483, -1.9763, 0.6276)  0.37
H (0.8923, 0.7710, 0.1201)  0.22
H (-0.3047, 0.0836, -1.5202)  0.34
H (0.2684, -1.5792, -1.3825)  0.30
H (-2.2396, -1.2888, -0.9891)  0.35
H (-1.5407, -2.0422, 0.3567)  0.30
H (-3.2686, -0.5328, 0.8446)  0.43
H (-1.8033, 0.0041, 1.6728)  0.29
H (-3.3359, 1.3942, -0.9174)  0.12
O (0.7365, 2.8286, -1.4427)  -0.59
H (0.3138, 3.4082, -2.0852)  0.30
H (1.4427, 2.3887, -1.9296)  0.31

Force components x, y, z for each atom (eV/Å):
N 0.22 -0.17 -0.82
C -0.21 -1.19 0.75
N -0.10 1.31 0.49
C 0.54 -1.76 -2.92
C -2.44 -1.00 2.01
C 1.66 1.43 0.18
S -1.65 -0.10 -0.01
H 0.01 0.03 0.42
H -0.39 0.19 -0.06
H -0.70 0.61 -0.53
H 0.49 -0.13 0.31
H 0.55 0.17 0.19
H 0.16 -0.29 0.52
H -0.39 1.17 1.02
H 0.72 -0.10 -0.92
H 0.93 -0.12 -0.34
H -0.23 0.16 -0.16
H -0.18 -0.19 -0.78
H 0.91 0.03 0.63
O 0.20 -0.07 -0.06
H -0.02 -0.06 0.07
H -0.06 0.08 0.00

## Properties
Electronic energy ... -20236.8933 eV
Strongest force on any atom ... 3.5 eV/Å
SMILES string ... NCNCCCS.O
HOMO level ... -8.39 eV

***

[2]
This record from OMol25 describes a structure of composition C29H29CoN4O7S at a distorted geometry. The level of theory is ωB97M-V/def2-TZVPD.

Each line ends with the Mulliken charge.
Geometry (Å):
Co (0.4908, -0.0549, 0.0778)  -1.51
O (-3.5319, 2.7333, 4.8173)  -0.71
C (-3.0104, 3.3537, 3.8866)  0.25
O (-2.8994, 4.5546, 3.6112)  -0.70
C (-2.2642, 2.4259, 2.8665)  -1.00
C (-1.9111, 2.9085, 1.6083)  -0.92
C (-1.2578, 2.0593, 0.7446)  0.28
N (-0.8997, 0.8200, 1.1129)  1.65
C (-1.2061, 0.3644, 2.3245)  -0.31
C (-1.9273, 1.1285, 3.2238)  -0.47
C (-0.6768, -0.9936, 2.5402)  1.39
C (-0.8769, -1.7426, 3.6873)  -0.96
C (-0.2908, -2.9926, 3.7699)  -0.66
C (0.4567, -3.4728, 2.7019)  -1.06
C (0.5857, -2.6801, 1.5793)  -0.33
N (0.0313, -1.4697, 1.5020)  1.17
C (-0.8532, 2.3580, -0.6341)  0.66
C (-1.3224, 3.4252, -1.3789)  -0.68
C (-0.8652, 3.5709, -2.6772)  -0.79
C (0.0299, 2.6467, -3.1956)  -1.11
C (0.4376, 1.5908, -2.4008)  -0.58
N (-0.0010, 1.4563, -1.1500)  1.15
H (-2.1446, 3.9325, 1.3548)  0.64
H (-2.2144, 0.7711, 4.2021)  0.65
H (-1.4649, -1.3471, 4.5004)  0.54
H (-0.4125, -3.5880, 4.6639)  0.47
H (0.9322, -4.4412, 2.7343)  0.46
H (1.1428, -3.0085, 0.7113)  0.51
H (-2.0297, 4.1184, -0.9489)  0.59
H (-1.2079, 4.4000, -3.2811)  0.48
H (0.4119, 2.7348, -4.2011)  0.52
H (1.1408, 0.8423, -2.7291)  0.65
C (1.0240, 7.0381, 0.2069)  -1.45
C (1.2932, 5.6626, 0.7499)  0.96
C (1.0732, 5.3663, 2.0918)  -0.95
C (1.3186, 4.1005, 2.5953)  -0.85
C (1.7749, 3.1020, 1.7455)  0.57
C (2.0226, 3.3845, 0.4091)  -0.41
C (1.7840, 4.6586, -0.0791)  -0.88
S (2.0591, 1.4828, 2.4154)  1.18
O (3.3845, 1.4550, 2.9751)  -0.79
O (0.9527, 1.2478, 3.3070)  -0.58
N (1.9890, 0.4778, 1.1873)  0.31
C (3.2650, -0.0165, 0.6367)  -0.46
C (3.0676, -0.1893, -0.8348)  0.42
O (3.9153, -0.1780, -1.6817)  -0.69
O (1.7901, -0.4028, -1.1409)  -0.52
H (0.6909, 7.7131, 0.9919)  0.38
H (0.2505, 7.0106, -0.5620)  0.28
H (1.9195, 7.4621, -0.2482)  0.36
H (0.6904, 6.1342, 2.7501)  0.33
H (1.1295, 3.8780, 3.6348)  0.50
H (2.4073, 2.6139, -0.2448)  0.45
H (1.9795, 4.8754, -1.1224)  0.51
H (3.4892, -1.0058, 1.0476)  0.31
H (4.1170, 0.6248, 0.8620)  0.42
C (0.0586, -2.2819, -3.5097)  -1.42
C (0.1785, -2.4803, -2.0145)  -0.41
O (-0.5992, -1.5172, -1.2687)  0.50
C (-1.9880, -1.8984, -1.2789)  -0.67
C (-2.8875, -0.8051, -0.7674)  -0.96
H (0.7436, -2.9623, -4.0150)  0.42
H (0.3429, -1.2652, -3.7746)  0.25
H (-0.9426, -2.4769, -3.8902)  0.41
H (1.2086, -2.3373, -1.7153)  0.21
H (-0.1486, -3.4809, -1.7084)  0.44
H (-2.1005, -2.8104, -0.6785)  0.32
H (-2.2604, -2.1444, -2.3085)  0.41
H (-2.6294, -0.5180, 0.2443)  0.07
H (-3.9184, -1.1583, -0.7611)  0.56
H (-2.8325, 0.0786, -1.4038)  0.19

Force components x, y, z for each atom (eV/Å):
Co -1.44 0.33 0.57
O -0.22 -0.04 0.16
C 0.55 -0.25 -0.14
O -0.16 0.23 -0.09
C -0.25 0.15 0.21
C -0.01 -0.30 -0.03
C 0.06 0.07 -0.06
N 0.35 0.02 0.05
C -0.23 -0.18 0.09
C -0.06 -0.10 -0.33
C -0.11 0.09 -0.07
C 0.08 -0.12 -0.07
C 0.02 0.00 -0.02
C -0.09 0.01 0.00
C -0.04 0.01 0.00
N 0.92 0.08 -0.16
C -0.09 -0.02 0.06
C 0.09 -0.01 -0.08
C -0.01 0.01 0.00
C -0.03 -0.02 0.04
C -0.05 0.21 0.02
N 0.39 0.04 0.16
H -0.05 0.06 0.06
H -0.04 0.04 0.03
H -0.01 0.07 0.03
H 0.00 -0.02 0.02
H 0.00 -0.03 0.00
H 0.05 0.03 0.02
H 0.01 0.02 0.04
H 0.00 0.01 -0.02
H 0.00 0.00 -0.04
H 0.05 -0.04 -0.05
C -0.02 0.00 -0.01
C 0.03 0.02 0.05
C -0.03 0.03 -0.02
C -0.08 -0.10 -0.07
C 0.05 0.09 -0.01
C 0.10 0.00 0.11
C 0.00 -0.04 -0.03
S -0.01 0.60 0.45
O 0.02 -0.09 -0.20
O 0.15 -0.03 0.10
N -0.07 -0.18 -0.70
C -0.20 0.04 0.32
C -0.87 -0.20 -0.17
O 0.67 0.04 -0.30
O 0.87 -0.76 -0.03
H -0.02 0.02 0.02
H -0.03 0.00 -0.03
H 0.03 0.00 -0.01
H -0.03 0.02 0.05
H -0.05 -0.02 0.07
H 0.01 -0.04 -0.05
H 0.02 0.00 -0.05
H 0.12 -0.06 0.05
H -0.16 0.03 -0.03
C 0.03 -0.01 -0.02
C -0.04 -0.05 0.09
O -0.29 0.28 -0.03
C -0.02 -0.09 0.00
C 0.06 0.08 -0.05
H 0.01 -0.03 -0.01
H 0.03 0.04 0.00
H -0.02 0.00 -0.01
H 0.03 -0.02 0.04
H -0.02 0.03 -0.05
H 0.05 0.06 0.01
H 0.00 -0.02 0.08
H -0.04 -0.01 0.12
H -0.01 -0.02 -0.05
H 0.01 0.04 -0.02

## Properties
Electronic energy ... -99299.1880 eV
Strongest force on any atom ... 1.6 eV/Å
HOMO level (alpha / beta) ... -8.04 / -8.04 eV